(1)
11
Properties=species:S:1:pos:R:3 method="wB97M-V/def2-TZVPD" lumo_energy_ev=0.8 de_lowest_ev=2.6515
H -1.961 2.020 -1.674
C -0.303 0.347 0.613
C 0.500 -0.062 -0.435
O 0.126 -0.723 1.509
O -0.020 0.523 -1.533
C -1.547 0.985 0.264
N 1.491 -0.998 -0.316
C 1.224 -1.248 0.954
C -1.270 1.204 -1.082
H 1.669 -2.047 1.611
H -2.620 1.254 0.574

(2)
12
Properties=species:S:1:pos:R:3 method="wB97M-V/def2-TZVPD" lumo_energy_ev=0.3 de_lowest_ev=4.1913
C -2.552 0.541 -0.025
N -3.580 1.065 -0.108
C -0.570 -1.098 -0.041
H 0.538 -2.318 -0.719
H 0.088 -0.387 1.917
C -1.393 -0.094 0.295
C 0.000 -0.195 0.917
H 2.615 2.265 -0.619
O 2.558 1.339 -0.871
O -0.434 -2.282 -0.680
O 0.942 0.792 0.439
C 1.789 0.370 -0.508

(3)
15
Properties=species:S:1:pos:R:3 method="wB97M-V/def2-TZVPD" lumo_energy_ev=6.1 total_charge=-2 de_lowest_ev=0.3423
C -0.218 0.019 -0.956
C 0.144 -1.971 -0.046
N -4.183 -0.440 -0.219
H 0.637 1.235 0.785
C 0.328 0.285 0.298
H 0.577 -1.256 1.902
O -4.805 0.782 -2.143
O -0.266 -1.316 -1.228
O -2.542 0.645 1.630
O 0.078 -3.193 -0.026
O -3.342 -1.558 1.835
C 0.559 -1.002 0.851
H -0.937 0.626 -1.493
C -4.521 0.169 -1.163
S -2.636 -0.652 0.954